DFT (wB97M-V/def2-TZVPD) results for a 3-piece molecular cluster, C3H14NO2 overall in a non-equilibrium geometry.

Output
Net charge: +1
Spin multiplicity: 1
ΔE to the lowest compared entry with this formula, charge and spin: 46.76 kJ/mol
Maximum force: 0.0349 hartree/bohr
Orbital gap: 12.93 eV
LUMO level: -3.00 eV

Geometry as XYZ:
```
20
C3H14NO2 (wB97M-V/def2-TZVPD)
C 1.208 -1.589 -0.779
C 0.021 -0.898 -1.414
N -0.484 0.196 -0.530
C -1.548 0.980 -1.268
H 1.940 -0.832 -0.365
H 1.742 -2.238 -1.463
H 0.898 -2.263 0.048
H -0.851 -1.536 -1.449
H 0.260 -0.436 -2.409
H -0.908 -0.107 0.378
H 0.220 0.880 -0.252
H -2.074 0.249 -1.870
H -2.200 1.418 -0.518
H -1.039 1.683 -1.926
H 2.197 1.150 1.247
H 1.576 2.431 1.487
O 1.301 1.517 1.311
H -0.786 -1.207 2.629
H -0.044 0.151 2.334
O -0.729 -0.459 2.029
```

Okay, here come the Mulliken numbers, in e, for every atom:
1. C -0.994
2. C -0.414
3. N -0.068
4. C -0.885
5. H 0.194
6. H 0.389
7. H 0.277
8. H 0.388
9. H 0.380
10. H 0.358
11. H 0.332
12. H 0.347
13. H 0.358
14. H 0.379
15. H 0.327
16. H 0.313
17. O -0.663
18. H 0.322
19. H 0.311
20. O -0.650

---

DFT (wB97M-V/def2-TZVPD) results for C35H43BrN2OPb as an isolated structure in a non-equilibrium geometry.

Output
Net charge: +2
Spin multiplicity: 1
ΔE to the lowest compared entry with this formula, charge and spin: 0.00 kJ/mol
Maximum force: 0.1141 hartree/bohr
Orbital gap (alpha / beta): 7.23 / 4.38 eV
LUMO level (alpha / beta): -7.15 / -8.98 eV

Geometry as XYZ:
```
83
C35H43BrN2OPb (wB97M-V/def2-TZVPD)
Pb 8.181 10.992 12.388
C 5.296 10.254 14.134
C 5.395 9.211 13.226
C 6.456 8.328 13.299
C 7.458 8.522 14.261
C 7.374 9.557 15.156
C 6.279 10.438 15.133
H 4.458 10.931 14.112
H 4.532 9.050 12.563
H 6.515 7.475 12.662
H 8.221 7.848 14.315
H 8.163 9.658 15.850
H 6.171 11.230 15.858
C 9.661 6.711 11.271
C 9.889 8.204 11.449
C 10.904 8.927 10.556
C 11.477 8.326 9.450
C 12.372 9.005 8.615
C 12.662 10.349 8.918
C 12.112 10.995 10.039
C 12.502 12.418 10.286
C 11.315 13.346 10.062
C 11.227 10.255 10.839
N 10.616 10.839 11.968
C 11.397 11.354 12.925
C 10.912 12.047 13.963
C 11.681 12.619 14.992
C 10.717 13.142 15.910
C 9.457 12.838 15.412
N 9.535 12.172 14.171
H 9.024 6.356 12.112
H 10.550 6.142 11.377
H 9.267 6.503 10.283
H 10.208 8.417 12.489
H 8.925 8.701 11.359
H 11.197 7.322 9.183
H 12.770 8.519 7.725
H 13.322 10.872 8.220
H 13.355 12.740 9.607
H 12.929 12.577 11.268
H 10.876 13.152 9.082
H 11.598 14.365 10.140
H 10.576 13.107 10.818
H 12.440 11.161 12.874
H 12.750 12.684 15.099
H 10.948 13.672 16.840
H 8.457 13.046 15.722
C 8.531 16.505 5.782
C 7.851 16.534 7.155
C 6.383 16.941 6.976
C 8.543 17.676 7.922
C 7.942 15.192 7.865
C 7.513 15.190 9.235
C 7.617 14.072 9.986
Br 7.255 14.019 11.827
C 8.066 12.764 9.405
O 8.316 11.848 10.117
C 8.322 12.757 7.937
C 8.358 13.941 7.254
C 8.396 11.461 7.175
C 9.739 11.246 6.457
C 8.091 10.203 7.971
C 7.278 11.609 6.096
H 8.524 17.475 5.277
H 7.948 15.850 5.137
H 9.530 16.130 5.838
H 6.448 17.900 6.460
H 5.853 17.091 7.899
H 5.819 16.226 6.365
H 8.535 18.567 7.337
H 9.618 17.463 8.261
H 8.030 17.961 8.799
H 7.146 16.145 9.612
H 8.670 13.878 6.222
H 10.538 11.053 7.155
H 9.947 12.076 5.758
H 9.539 10.397 5.834
H 8.881 9.926 8.660
H 8.038 9.348 7.234
H 7.134 10.285 8.426
H 7.420 12.479 5.429
H 6.321 11.652 6.576
H 7.198 10.724 5.474
```

Okay, here come the Mulliken numbers, in e, for every atom:
1. Pb 1.280
2. C -0.368
3. C -0.560
4. C -0.442
5. C -0.710
6. C -0.368
7. C -0.462
8. H 0.480
9. H 0.439
10. H 0.500
11. H 0.588
12. H 0.488
13. H 0.497
14. C -1.850
15. C 0.661
16. C 0.929
17. C -0.657
18. C -1.046
19. C -1.322
20. C 0.911
21. C -1.180
22. C -0.311
23. C -0.100
24. N 0.735
25. C -0.097
26. C -0.040
27. C -1.027
28. C -0.665
29. C -0.610
30. N 0.191
31. H 0.366
32. H 0.470
33. H 0.425
34. H 0.296
35. H -0.373
36. H 0.463
37. H 0.433
38. H 0.381
39. H 0.451
40. H 0.347
41. H 0.097
42. H 0.567
43. H -0.230
44. H 0.736
45. H 0.530
46. H 0.456
47. H 0.548
48. C -1.990
49. C 1.821
50. C -1.566
51. C -1.679
52. C -0.043
53. C -0.631
54. C -0.779
55. Br -0.165
56. C 0.087
57. O -0.213
58. C 0.374
59. C -0.016
60. C 1.984
61. C -1.643
62. C -2.426
63. C -1.624
64. H 0.421
65. H 0.418
66. H 0.452
67. H 0.464
68. H 0.379
69. H 0.353
70. H 0.491
71. H 0.294
72. H 0.419
73. H 0.440
74. H 0.790
75. H 0.134
76. H 0.319
77. H 0.617
78. H 0.376
79. H 0.525
80. H 0.501
81. H 0.335
82. H 0.471
83. H 0.462

---

DFT (wB97M-V/def2-TZVPD) results for one molecule with the formula C4H5N3O in a non-equilibrium geometry.

Output
Net charge: 0
Spin multiplicity: 1
ΔE to the lowest compared entry with this formula, charge and spin: 685.92 kJ/mol
Maximum force: 0.1166 hartree/bohr
Orbital gap: 9.71 eV
SMILES: C1=NN[C@H]2C=NO[C@H]12
LUMO level: 0.49 eV

Geometry as XYZ:
```
13
C4H5N3O (wB97M-V/def2-TZVPD)
C -1.185 -1.199 0.101
C 0.175 -0.722 0.280
C 1.575 0.930 0.208
C 0.096 0.711 -0.121
H -1.814 1.644 -0.438
H -1.646 -2.252 0.193
H 0.396 -0.895 1.460
H 1.941 1.871 0.167
H 0.238 0.471 -1.297
N -1.385 1.002 0.064
N -2.113 -0.241 -0.200
N 2.307 -0.130 -0.065
O 1.413 -1.189 -0.352
```

Okay, here come the Mulliken numbers, in e, for every atom:
1. C -0.410
2. C 0.276
3. C -0.240
4. C 0.122
5. H 0.247
6. H 0.337
7. H 0.156
8. H 0.458
9. H 0.235
10. N -0.279
11. N -0.426
12. N -0.287
13. O -0.189

---

DFT (wB97M-V/def2-TZVPD) results for a 8-piece molecular cluster, C22H61N10O12 overall in a non-equilibrium geometry.

Output
Net charge: -2
Spin multiplicity: 2
ΔE to the lowest compared entry with this formula, charge and spin: 176.51 kJ/mol
Maximum force: 0.1705 hartree/bohr
Orbital gap (alpha / beta): 1.83 / 4.33 eV
LUMO level (alpha / beta): 3.66 / 3.63 eV

Geometry as XYZ:
```
105
C22H61N10O12 (wB97M-V/def2-TZVPD)
N -19.958 -25.756 -0.800
H -20.056 -25.981 -1.779
H -19.903 -24.749 -0.852
H -19.125 -26.196 -0.436
H -20.742 -26.057 -0.238
C -19.858 -22.280 -0.983
O -20.653 -23.078 -1.423
O -20.079 -21.160 -1.334
O -18.913 -22.594 -0.202
C -19.002 -26.083 5.017
O -19.152 -27.454 4.380
C -19.923 -27.450 3.189
C -20.033 -28.921 2.711
N -18.869 -29.422 1.995
C -17.659 -29.671 2.666
C -17.509 -30.667 3.793
O -17.685 -31.947 3.351
C -17.454 -32.999 4.289
H -18.498 -25.438 4.297
H -18.544 -26.090 6.006
H -19.936 -25.572 5.252
H -19.513 -26.794 2.421
H -20.941 -27.073 3.286
H -20.934 -28.998 2.103
H -20.280 -29.582 3.541
H -19.230 -30.317 1.694
H -17.244 -28.744 3.061
H -16.900 -30.000 1.956
H -18.228 -30.408 4.571
H -16.516 -30.455 4.187
H -18.103 -32.924 5.162
H -16.411 -32.948 4.600
H -17.666 -34.024 3.986
C -23.835 -30.773 1.512
O -23.184 -29.622 1.002
C -23.026 -29.749 -0.448
C -21.925 -28.775 -0.873
N -22.132 -27.433 -0.263
C -23.375 -26.834 -0.694
C -23.430 -25.402 -0.135
O -23.880 -25.399 1.208
C -23.946 -24.125 1.812
H -24.068 -30.648 2.569
H -23.267 -31.660 1.235
H -24.822 -30.933 1.078
H -23.995 -29.583 -0.918
H -22.784 -30.774 -0.727
H -21.863 -28.744 -1.961
H -20.913 -29.058 -0.585
H -22.432 -27.886 0.588
H -24.340 -27.178 -0.322
H -23.270 -26.798 -1.778
H -24.040 -24.724 -0.731
H -22.380 -25.131 -0.251
H -24.666 -24.144 2.630
H -24.301 -23.346 1.137
H -22.952 -23.824 2.142
C -14.370 -29.901 -0.720
O -15.232 -28.883 -1.125
C -16.582 -29.325 -1.141
C -17.575 -28.097 -1.218
N -17.838 -27.381 0.091
C -16.577 -26.873 0.669
C -16.780 -26.089 1.994
O -15.553 -25.500 2.509
C -15.585 -24.986 3.873
H -13.541 -29.400 -0.220
H -13.964 -30.439 -1.577
H -14.779 -30.680 -0.076
H -16.797 -29.989 -0.304
H -16.707 -29.927 -2.041
H -18.502 -28.470 -1.652
H -17.114 -27.397 -1.915
H -18.151 -28.037 0.792
H -16.109 -26.181 -0.031
H -15.848 -27.668 0.824
H -17.192 -26.745 2.761
H -17.420 -25.211 1.902
H -16.484 -24.375 3.948
H -14.666 -24.427 4.050
H -15.752 -25.806 4.572
C -20.135 -22.812 3.025
O -20.917 -22.921 3.965
N -19.699 -21.708 2.445
N -19.656 -23.805 2.394
H -19.257 -21.935 1.566
H -20.154 -20.814 2.571
H -20.150 -24.671 2.555
H -19.287 -23.439 1.528
C -16.479 -24.081 -2.502
O -15.575 -24.531 -3.184
N -17.512 -24.762 -2.117
N -16.675 -22.851 -2.125
H -18.232 -24.261 -1.616
H -17.701 -25.710 -2.411
H -17.395 -22.637 -1.450
H -15.892 -22.236 -2.296
C -20.761 -26.534 -4.177
O -19.660 -26.392 -3.656
N -20.995 -27.648 -4.828
N -21.876 -25.891 -4.131
H -20.387 -28.435 -4.654
H -21.858 -27.588 -5.349
H -21.885 -24.895 -3.966
H -22.694 -26.271 -4.585
```

Mulliken population analysis, charges in e, atoms 1 to 99:
1. N 2.878
2. H 0.267
3. H 0.134
4. H -0.963
5. H -0.240
6. C 0.867
7. O -0.801
8. O -0.884
9. O -1.308
10. C -0.460
11. O -0.444
12. C 0.406
13. C -0.799
14. N 0.043
15. C 0.192
16. C -1.354
17. O -0.077
18. C -1.070
19. H -0.049
20. H 0.287
21. H 0.329
22. H -0.475
23. H 0.770
24. H -0.157
25. H 0.520
26. H 0.262
27. H -0.204
28. H 0.140
29. H 0.423
30. H 0.479
31. H 0.344
32. H 0.338
33. H 0.278
34. C -2.568
35. O 1.391
36. C -2.479
37. C 1.243
38. N 0.268
39. C -0.931
40. C -0.156
41. O -0.325
42. C -0.630
43. H 0.136
44. H 0.747
45. H 0.353
46. H 0.052
47. H 0.820
48. H -0.626
49. H -0.040
50. H 0.108
51. H 0.391
52. H 0.350
53. H 0.580
54. H 0.129
55. H 0.247
56. H 0.349
57. H 0.136
58. C -0.841
59. O -0.234
60. C -1.001
61. C -0.333
62. N 0.304
63. C -0.806
64. C 0.628
65. O -0.522
66. C -0.679
67. H 0.243
68. H 0.342
69. H 0.339
70. H 0.225
71. H 0.493
72. H 0.316
73. H 0.243
74. H -0.776
75. H 0.456
76. H 0.280
77. H -0.260
78. H 0.098
79. H 0.213
80. H 0.290
81. H 0.246
82. C 0.729
83. O -0.772
84. N -0.416
85. N 0.459
86. H 0.213
87. H 0.252
88. H -0.338
89. H -0.198
90. C 0.702
91. O -0.823
92. N 0.322
93. N -0.309
94. H 0.193
95. H -0.281
96. H 0.104
97. H 0.217
98. C -0.847
99. O -0.274

---

The lowest net charge belongs to which entry?
C22H61N10O12